1.
Entry from OMol25: a cluster of 4 separate species, C5H14O3 in total (ωB97M-V with the def2-TZVPD basis set).

CARTESIAN COORDINATES (ANGSTROEM)
C (1.596, -2.187, -0.190)
C (1.038, -0.874, -0.715)
C (0.951, 0.246, 0.069)
C (0.437, 1.509, -0.324)
C (0.312, 2.601, 0.523)
H (1.106, -2.460, 0.744)
H (2.696, -2.156, -0.113)
H (1.372, -2.981, -0.902)
H (0.957, -0.852, -1.796)
H (1.121, 0.131, 1.142)
H (0.022, 1.596, -1.322)
H (-0.150, 3.490, 0.128)
H (0.566, 2.554, 1.581)
H (1.314, 0.448, 3.736)
H (0.062, -0.428, 3.860)
O (1.010, -0.461, 3.647)
H (-3.890, -1.946, -0.337)
H (-3.999, -1.876, 1.201)
O (-3.660, -1.399, 0.432)
H (-1.199, 1.519, -3.157)
H (0.233, 1.258, -3.505)
O (-0.665, 1.096, -3.843)

<S²>: 0.7683
LUMO energy (spin up / spin down): 3.269 / 3.118 eV
calculated total energy: -11552.15442 eV
net charge: -1
HOMO (spin up / spin down): 0.549 / -2.648 eV
energy relative to the best compared isomer or geometry (same formula, charge and spin): 1.892 eV
multiplicity: 2

2.
Entry from OMol25: a cluster of 4 separate species, C5H14O3 in total (ωB97M-V with the def2-TZVPD basis set).

CARTESIAN COORDINATES (ANGSTROEM)
C (1.845, -2.955, -1.284)
C (1.397, -1.731, -0.885)
C (2.116, -0.717, -0.161)
C (1.328, 0.604, -0.486)
C (0.245, 0.872, 0.260)
H (1.199, -3.820, -1.521)
H (2.844, -3.391, -1.293)
H (0.358, -1.470, -1.067)
H (2.126, -0.873, 0.985)
H (3.114, -0.682, -0.582)
H (1.595, 1.050, -1.501)
H (-0.416, 1.692, 0.066)
H (-0.209, 0.229, 1.064)
O (3.282, 5.412, 0.487)
H (3.511, 6.235, 0.101)
H (3.146, 5.719, 1.379)
O (-4.413, -3.651, 2.612)
H (-4.936, -3.543, 3.371)
H (-4.983, -3.496, 1.874)
O (-4.049, 1.284, -1.269)
H (-3.512, 0.673, -1.783)
H (-3.978, 0.872, -0.394)

LUMO energy: 0.507 eV
calculated total energy: -11551.75181 eV
net charge: 0
HOMO: -9.218 eV
energy relative to the best compared isomer or geometry (same formula, charge and spin): 2.372 eV

3.
Entry from OMol25: a cluster of 2 separate species, C5H14S in total (ωB97M-V with the def2-TZVPD basis set).

CARTESIAN COORDINATES (ANGSTROEM)
C (1.466, 1.570, 0.379)
C (2.022, 2.242, -0.880)
S (1.003, 1.934, -2.326)
C (0.122, 0.280, -2.492)
H (1.922, 2.200, 1.276)
H (1.743, 0.601, 0.661)
H (0.397, 1.615, 0.353)
H (1.924, 3.321, -0.562)
H (2.992, 1.653, -1.244)
H (-0.323, 0.012, -1.626)
H (-0.676, 0.473, -3.308)
H (0.593, -0.629, -2.826)
C (-1.800, -1.813, 2.348)
C (-1.643, -1.955, 0.866)
H (-0.948, -1.165, 2.628)
H (-2.688, -1.442, 2.849)
H (-1.328, -2.862, 2.795)
H (-2.005, -1.265, 0.110)
H (-0.677, -1.875, 0.393)
H (-2.095, -2.895, 0.607)

LUMO energy: 0.786 eV
calculated total energy: -16244.44315 eV
net charge: 0
HOMO: -8.373 eV
energy relative to the best compared isomer or geometry (same formula, charge and spin): 2.858 eV

4.
Entry from OMol25: the ion C5H15BN3O2 with charge +1 (ωB97M-V with the def2-TZVPD basis set).

CARTESIAN COORDINATES (ANGSTROEM)
C (3.272, 1.476, 0.898)
C (2.150, 0.951, -0.096)
C (2.051, -0.615, -0.095)
C (0.778, -1.145, -0.746)
O (0.543, -0.555, -2.016)
B (-0.699, -1.296, 0.459)
O (-0.572, -2.543, 0.964)
N (-2.193, -0.572, 0.897)
C (-2.919, 0.141, 0.044)
N (-3.955, 0.948, 0.403)
N (-2.443, 0.365, -1.161)
H (4.276, 1.231, 0.487)
H (3.097, 2.438, 1.101)
H (3.168, 0.751, 1.675)
H (1.192, 1.457, 0.171)
H (2.517, 1.263, -1.091)
H (2.869, -0.739, -0.764)
H (2.049, -1.008, 0.860)
H (0.784, -2.221, -0.958)
H (0.963, 0.299, -2.003)
H (-1.021, -2.983, 1.647)
H (-2.294, -0.609, 1.869)
H (-4.442, 1.397, -0.363)
H (-4.617, 0.831, 1.136)
H (-2.948, 0.900, -1.984)
H (-1.606, -0.162, -1.333)

LUMO energy: -3.186 eV
calculated total energy: -14663.86092 eV
net charge: +1
HOMO: -13.049 eV
energy relative to the best compared isomer or geometry (same formula, charge and spin): 2.338 eV

5.
Entry from OMol25: a structure of composition C5H15ClNO8S2 (ωB97M-V with the def2-TZVPD basis set).

CARTESIAN COORDINATES (ANGSTROEM)
O (3.519, -1.635, 1.172)
C (2.580, -0.962, 0.840)
C (2.390, 0.466, 1.289)
S (1.571, 0.646, 2.905)
O (1.807, -0.568, 3.640)
O (2.064, 1.893, 3.427)
N (0.040, 0.882, 2.506)
S (-0.916, -0.332, 2.293)
O (-1.420, -0.977, 3.464)
O (-0.520, -1.182, 1.188)
Cl (-2.527, 0.733, 1.537)
H (1.816, -1.366, 0.156)
H (1.773, 1.031, 0.591)
H (3.369, 0.935, 1.400)
C (-1.596, 4.665, 0.676)
O (-0.901, 3.660, 1.381)
H (-2.289, 4.155, 0.008)
H (-2.178, 5.316, 1.340)
H (-0.930, 5.290, 0.070)
H (-0.278, 4.066, 1.992)
C (-2.144, -1.064, -1.930)
O (-1.350, -2.079, -1.328)
H (-2.605, -1.489, -2.821)
H (-2.933, -0.724, -1.255)
H (-1.545, -0.196, -2.227)
H (-0.947, -1.681, -0.538)
C (1.011, -3.378, -3.722)
O (-0.377, -3.144, -3.848)
H (1.315, -4.000, -4.564)
H (1.593, -2.451, -3.755)
H (1.253, -3.908, -2.796)
H (-0.643, -2.601, -3.091)

LUMO energy: 2.841 eV
calculated total energy: -57491.42403 eV
net charge: -1
HOMO: -6.756 eV

6.
Entry from OMol25: a structure of composition C5H15MnN4O9 (ωB97M-V with the def2-TZVPD basis set).

CARTESIAN COORDINATES (ANGSTROEM)
Mn (-0.047, 1.724, 4.983)
C (-0.619, 0.215, 2.017)
O (-0.546, 0.895, 3.273)
H (-0.913, -0.811, 2.267)
H (-1.499, 0.576, 1.484)
H (0.334, 0.166, 1.498)
C (3.296, -0.014, -0.146)
N (3.205, -1.026, -1.233)
O (2.760, -2.110, -0.904)
O (3.747, -0.793, -2.280)
H (2.255, 0.144, 0.136)
H (3.646, 0.914, -0.578)
H (3.790, -0.390, 0.742)
C (0.495, 3.482, 0.554)
N (1.843, 2.940, 0.262)
O (2.245, 3.143, -0.853)
O (2.459, 2.377, 1.149)
H (0.546, 4.526, 0.863)
H (0.105, 3.046, 1.463)
H (-0.183, 3.306, -0.274)
C (-0.760, -2.893, -0.793)
N (-1.668, -4.079, -0.718)
O (-2.837, -3.874, -0.992)
O (-1.148, -5.171, -0.664)
H (0.237, -3.096, -0.414)
H (-1.281, -2.219, -0.119)
H (-0.669, -2.622, -1.839)
C (-3.174, -0.149, -1.197)
N (-1.996, 0.735, -1.384)
O (-0.953, 0.176, -1.660)
O (-2.155, 1.923, -1.219)
H (-3.864, 0.282, -0.473)
H (-2.874, -1.130, -0.851)
H (-3.777, -0.194, -2.102)

<S²>: 8.7577
LUMO energy (spin up / spin down): -7.763 / -7.725 eV
calculated total energy: -61114.51763 eV
net charge: +1
HOMO (spin up / spin down): -12.929 / -12.929 eV
energy relative to the best compared isomer or geometry (same formula, charge and spin): 1.447 eV
multiplicity: 6

7.
Entry from OMol25: a cluster of 2 separate species, C5H15N in total (ωB97M-V with the def2-TZVPD basis set).

CARTESIAN COORDINATES (ANGSTROEM)
C (2.330, 2.295, 4.801)
C (1.287, 1.158, 4.593)
C (1.784, -0.243, 4.929)
H (2.229, 2.870, 3.912)
H (3.387, 1.872, 4.924)
H (1.720, 2.768, 5.662)
H (1.138, 1.069, 3.411)
H (0.310, 1.420, 4.962)
H (2.926, -0.222, 5.077)
H (1.443, -0.550, 6.033)
H (1.655, -1.070, 4.283)
C (-1.405, -0.990, -4.358)
C (-1.738, -1.255, -5.830)
N (-3.168, -1.469, -6.194)
H (-0.806, -0.109, -4.348)
H (-2.247, -0.635, -3.685)
H (-1.019, -1.928, -3.882)
H (-1.370, -0.452, -6.511)
H (-1.289, -2.125, -6.100)
H (-3.573, -1.899, -5.339)
H (-3.594, -0.504, -6.340)

LUMO energy: 1.181 eV
calculated total energy: -6916.27232 eV
net charge: 0
HOMO: -9.332 eV
energy relative to the best compared isomer or geometry (same formula, charge and spin): 2.008 eV

8.
Entry from OMol25: the molecule C5H15N2 (ωB97M-V with the def2-TZVPD basis set).

CARTESIAN COORDINATES (ANGSTROEM)
N (1.944, 0.368, -1.028)
C (1.139, -0.743, -1.595)
C (0.108, -1.264, -0.596)
N (-0.205, -0.225, 0.445)
C (-1.382, 0.626, 0.036)
C (-1.349, 1.977, 0.744)
C (-0.338, -0.873, 1.807)
H (0.602, 0.411, 0.596)
H (2.449, 0.795, -1.806)
H (2.717, -0.029, -0.491)
H (1.826, -1.554, -1.845)
H (0.666, -0.468, -2.531)
H (-0.829, -1.464, -1.119)
H (0.402, -2.191, -0.106)
H (-1.290, 0.738, -1.036)
H (-2.244, 0.063, 0.403)
H (-1.142, 2.808, 0.070)
H (-0.593, 2.046, 1.516)
H (-2.290, 2.187, 1.258)
H (-0.498, -0.074, 2.528)
H (-1.195, -1.532, 1.760)
H (0.620, -1.364, 1.956)

<S²>: 0.7505
LUMO energy (spin up / spin down): 1.060 / 0.744 eV
calculated total energy: -8404.28599 eV
net charge: 0
HOMO (spin up / spin down): -2.324 / -9.950 eV
energy relative to the best compared isomer or geometry (same formula, charge and spin): 2.432 eV
multiplicity: 2

9.
Entry from OMol25: a cluster of 2 separate species, C5H15N2 in total (ωB97M-V with the def2-TZVPD basis set).

CARTESIAN COORDINATES (ANGSTROEM)
C (-2.154, -0.556, -1.599)
C (-0.554, 0.665, -2.914)
N (-0.910, -0.668, -2.376)
H (-2.066, 0.200, -0.812)
H (-2.410, -1.511, -1.135)
H (-3.009, -0.336, -2.242)
H (-1.425, 1.164, -3.330)
H (0.208, 0.497, -3.672)
H (-0.186, -0.837, -1.639)
C (0.687, -0.485, 0.909)
C (1.255, 0.583, 1.900)
C (1.136, 0.135, 3.343)
N (0.823, -0.086, -0.434)
H (-0.387, -0.552, 1.149)
H (1.116, -1.478, 1.087)
H (0.670, 1.485, 1.721)
H (2.302, 0.719, 1.640)
H (1.644, -0.795, 3.586)
H (0.084, 0.103, 3.638)
H (1.516, 0.933, 3.986)
H (-0.105, 1.220, -2.077)
H (1.763, -0.399, -0.728)

LUMO energy: -8.323 eV
calculated total energy: -8396.82513 eV
net charge: +1
HOMO: -13.999 eV
energy relative to the best compared isomer or geometry (same formula, charge and spin): 5.851 eV

10.
Entry from OMol25: a cluster of 2 separate species, C5H15N2 in total (ωB97M-V with the def2-TZVPD basis set).

CARTESIAN COORDINATES (ANGSTROEM)
C (0.855, -1.529, 1.014)
C (-0.910, 0.899, 1.119)
C (-0.404, 1.421, -1.261)
C (-1.365, -0.725, -0.726)
C (1.118, -0.446, 0.053)
N (1.935, 0.528, 0.310)
N (-0.496, 0.292, -0.237)
H (0.503, -2.411, 0.443)
H (0.025, -1.320, 1.650)
H (1.673, -1.882, 1.648)
H (-1.325, 0.106, 1.780)
H (-0.111, 1.419, 1.444)
H (-1.766, 1.525, 0.927)
H (-1.496, 1.669, -1.197)
H (0.199, 2.135, -0.814)
H (-0.107, 0.997, -2.209)
H (-2.424, -0.341, -0.940)
H (-0.811, -1.067, -1.718)
H (-1.497, -1.575, 0.008)
H (1.141, -0.770, -1.413)
H (2.259, 1.153, -0.415)
H (2.618, 0.262, 0.925)

LUMO energy: -2.866 eV
calculated total energy: -8399.23700 eV
net charge: +1
HOMO: -13.921 eV
energy relative to the best compared isomer or geometry (same formula, charge and spin): 3.440 eV

> Among the records above, which one has the lowest calculated total energy?

C5H15MnN4O9

Please write out number 9 again, unchanged.
Entry from OMol25: a cluster of 2 separate species, C5H15N2 in total (ωB97M-V with the def2-TZVPD basis set).

CARTESIAN COORDINATES (ANGSTROEM)
C (-2.154, -0.556, -1.599)
C (-0.554, 0.665, -2.914)
N (-0.910, -0.668, -2.376)
H (-2.066, 0.200, -0.812)
H (-2.410, -1.511, -1.135)
H (-3.009, -0.336, -2.242)
H (-1.425, 1.164, -3.330)
H (0.208, 0.497, -3.672)
H (-0.186, -0.837, -1.639)
C (0.687, -0.485, 0.909)
C (1.255, 0.583, 1.900)
C (1.136, 0.135, 3.343)
N (0.823, -0.086, -0.434)
H (-0.387, -0.552, 1.149)
H (1.116, -1.478, 1.087)
H (0.670, 1.485, 1.721)
H (2.302, 0.719, 1.640)
H (1.644, -0.795, 3.586)
H (0.084, 0.103, 3.638)
H (1.516, 0.933, 3.986)
H (-0.105, 1.220, -2.077)
H (1.763, -0.399, -0.728)

LUMO energy: -8.323 eV
calculated total energy: -8396.82513 eV
net charge: +1
HOMO: -13.999 eV
energy relative to the best compared isomer or geometry (same formula, charge and spin): 5.851 eV

What did the fifth record say?
Entry from OMol25: a structure of composition C5H15ClNO8S2 (ωB97M-V with the def2-TZVPD basis set).

CARTESIAN COORDINATES (ANGSTROEM)
O (3.519, -1.635, 1.172)
C (2.580, -0.962, 0.840)
C (2.390, 0.466, 1.289)
S (1.571, 0.646, 2.905)
O (1.807, -0.568, 3.640)
O (2.064, 1.893, 3.427)
N (0.040, 0.882, 2.506)
S (-0.916, -0.332, 2.293)
O (-1.420, -0.977, 3.464)
O (-0.520, -1.182, 1.188)
Cl (-2.527, 0.733, 1.537)
H (1.816, -1.366, 0.156)
H (1.773, 1.031, 0.591)
H (3.369, 0.935, 1.400)
C (-1.596, 4.665, 0.676)
O (-0.901, 3.660, 1.381)
H (-2.289, 4.155, 0.008)
H (-2.178, 5.316, 1.340)
H (-0.930, 5.290, 0.070)
H (-0.278, 4.066, 1.992)
C (-2.144, -1.064, -1.930)
O (-1.350, -2.079, -1.328)
H (-2.605, -1.489, -2.821)
H (-2.933, -0.724, -1.255)
H (-1.545, -0.196, -2.227)
H (-0.947, -1.681, -0.538)
C (1.011, -3.378, -3.722)
O (-0.377, -3.144, -3.848)
H (1.315, -4.000, -4.564)
H (1.593, -2.451, -3.755)
H (1.253, -3.908, -2.796)
H (-0.643, -2.601, -3.091)

LUMO energy: 2.841 eV
calculated total energy: -57491.42403 eV
net charge: -1
HOMO: -6.756 eV

> Among the records above, which one has the lowest calculated total energy?

C5H15MnN4O9